DFT (ωB97M-V with the def2-TZVPD basis set) results for a structure of composition C35H37F5HfOP2Te in a non-equilibrium geometry.

- Calculated total energy: -2928.38527 Ha
- Energy relative to the best compared isomer or geometry (same formula, charge and spin): 192.9 kJ/mol
- Multiplicity: 1
- Charge: +2

Geometry (Å):
Hf (-0.24273, 1.56881, -0.42853)
C (-2.15569, 1.26669, -3.37529)
C (-1.97087, -0.01171, -2.89056)
C (-1.20389, -1.00966, -3.72455)
C (0.26922, -0.58724, -4.12461)
C (1.00096, 0.24746, -3.11177)
C (0.82871, 1.58781, -3.04563)
C (0.14732, 2.27038, -4.20101)
C (-1.31498, 1.80324, -4.45890)
C (1.43272, -0.10073, 2.61154)
H (-3.03763, 1.86409, -3.06267)
H (-2.74195, -0.49821, -2.25513)
H (-1.81713, -1.16884, -4.66134)
H (-1.13434, -1.99449, -3.19426)
H (0.81282, -1.53635, -4.29040)
H (0.28674, -0.00488, -5.07151)
H (1.68720, -0.33649, -2.48712)
H (1.63167, 2.15688, -2.58725)
H (0.72967, 2.04026, -5.10271)
H (0.17181, 3.35325, -4.04793)
H (-1.88137, 2.63841, -4.85143)
H (-1.26553, 0.98798, -5.16548)
H (0.82464, 0.78984, 2.64796)
H (2.15518, -0.16969, 3.45279)
H (0.76012, -0.95302, 2.57464)
P (-1.49481, -0.75164, 0.62262)
P (2.32259, -0.17191, 1.09355)
C (-0.10583, -1.06820, -0.43011)
C (1.27672, -0.81210, -0.23061)
C (-2.36248, -2.29052, 1.07898)
C (-2.83158, -3.21561, 0.11703)
C (-3.64506, -4.28850, 0.51131)
C (-3.97046, -4.50242, 1.88002)
C (-3.46923, -3.58359, 2.82415)
C (-2.64763, -2.52974, 2.45534)
C (-2.62156, 0.62282, -0.41605)
C (-2.33201, 1.98118, -0.89162)
C (-3.12869, 3.05353, -0.37657)
C (-4.45315, 2.74403, -0.04479)
C (-4.88420, 1.41546, 0.05491)
C (-3.95576, 0.36551, -0.00630)
C (3.80566, -1.18257, 1.22172)
C (3.60391, -2.48066, 1.69953)
C (4.68998, -3.30697, 1.96086)
C (5.97741, -2.87997, 1.64967)
C (6.18366, -1.58128, 1.17102)
C (5.10747, -0.74454, 0.92167)
C (2.75232, 1.49713, 0.54985)
C (2.49811, 2.59982, 1.39616)
C (2.68041, 3.89299, 0.91137)
C (3.03074, 4.10128, -0.43266)
C (3.14408, 3.03309, -1.30194)
C (2.95771, 1.71965, -0.82497)
H (-0.29351, -1.74879, -1.26165)
H (1.95089, -1.23701, -1.02640)
H (-2.58764, -3.07561, -0.94420)
H (-4.06661, -4.97114, -0.21840)
H (-4.59339, -5.36482, 2.18692)
H (-3.75913, -3.72365, 3.87274)
H (-2.21588, -1.86398, 3.21201)
H (-1.59968, 2.24313, -1.75735)
H (-2.70517, 4.06003, -0.21996)
H (-5.16149, 3.55789, 0.10786)
H (-5.93592, 1.20230, 0.20299)
H (-4.26764, -0.64094, 0.28386)
H (2.58510, -2.81455, 1.87622)
H (4.52688, -4.26804, 2.41858)
H (6.81504, -3.55655, 1.78441)
H (7.19170, -1.22231, 1.02677)
H (5.25216, 0.24873, 0.50639)
H (2.07503, 2.45597, 2.37742)
H (2.49877, 4.74752, 1.55007)
H (3.17112, 5.08792, -0.81618)
H (3.29468, 3.19250, -2.35475)
H (2.75087, 0.90811, -1.51563)
F (-2.07713, 0.91354, 7.16548)
Te (-1.38421, -0.02132, 5.58359)
F (-0.25604, -0.85606, 6.83346)
F (-0.40346, -1.19890, 4.33593)
F (0.14247, 1.33000, 5.43185)
F (-2.60792, -1.55694, 5.83978)
O (-0.44085, 2.33295, 1.20523)